# 1
Molecular formula: C2H4INO
Method: DFT, ωB97M-V with the def2-TZVPD basis set

Properties
- calculated total energy (Eh) = -506.0816
- E_HOMO (alpha / beta) (eV) = -5.540 / -10.017
- LUMO energy (alpha / beta) (eV) = 0.2 / -3.8
- relative energy (zero: lowest compared OMol25 entry of this formula, charge and spin) (kcal/mol) = 31.4
- maximum force (eV Å⁻¹) = 4.40
- gap between HOMO and LUMO (alpha / beta) (Ha) = 0.2096 / 0.2277
- multiplicity = 3

Each line ends with the Mulliken charge.
Atoms and positions in Å:
C  0.655  -0.026  -0.182  0.16
C  -0.763  -0.360  -0.196  -0.33
N  1.519  -0.396  -1.006  -0.39
O  -1.634  0.719  0.154  -0.47
I  1.170  1.299  1.515  0.03
H  -0.796  -1.296  0.447  0.19
H  -1.241  -0.848  -1.095  0.29
H  2.506  -0.169  -0.751  0.25
H  -1.415  1.075  1.113  0.27

# 2
Molecular formula: C36H45F21N2O14
Method: DFT, ωB97M-V with the def2-TZVPD basis set

Properties
- calculated total energy (Eh) = -4658.8110
- SMILES string = CCOC(=O)C(F)(F)F.CCOC(=O)C(F)(F)F.CCOC(=O)C(F)(F)F.CCOC(=O)C(F)(F)F.CCOC(=O)C(F)(F)F.CCOC(=O)C(F)(F)F.CCOC(=O)C(F)(F)F.c1cc[nH]c1.c1cc[nH]c1
- E_HOMO (eV) = -8.313
- LUMO energy (eV) = 0.1
- relative energy (zero: lowest compared OMol25 entry of this formula, charge and spin) (kcal/mol) = 50.7
- maximum force (eV Å⁻¹) = 4.92
- gap between HOMO and LUMO (Ha) = 0.3109

Each line ends with the Mulliken charge.
Atoms and positions in Å:
C  10.777  14.020  13.288  -1.20
C  12.125  13.469  12.813  0.13
O  12.264  13.313  11.421  -0.33
C  11.649  12.257  10.735  0.32
O  11.076  11.327  11.255  -0.51
C  11.915  12.330  9.179  0.86
F  12.690  13.306  8.825  -0.22
F  12.448  11.206  8.819  -0.24
F  10.676  12.390  8.628  -0.25
H  10.671  15.011  12.846  0.38
H  10.718  14.242  14.354  0.25
H  9.875  13.565  12.880  0.35
H  12.242  12.520  13.336  0.28
H  12.861  14.168  13.212  0.15
C  16.077  9.377  15.919  -1.17
C  14.847  9.546  16.795  0.35
O  15.088  8.817  17.991  -0.27
C  14.032  8.419  18.799  0.42
O  12.888  8.880  18.734  -0.55
C  14.461  7.336  19.864  0.79
F  14.871  8.049  20.937  -0.21
F  13.389  6.567  20.182  -0.24
F  15.484  6.617  19.459  -0.23
H  16.354  10.307  15.422  0.04
H  15.902  8.595  15.181  0.40
H  17.001  9.226  16.478  0.34
H  13.860  9.296  16.407  0.64
H  14.708  10.595  17.055  -0.35
C  12.362  14.941  24.498  -1.13
C  13.115  15.694  23.422  0.90
O  13.759  16.920  23.835  -0.32
C  14.749  17.433  23.128  0.36
O  14.961  17.164  21.944  -0.43
C  15.508  18.575  23.860  0.77
F  14.931  18.884  24.977  -0.24
F  16.718  18.126  24.146  -0.27
F  15.643  19.595  23.064  -0.23
H  13.112  14.751  25.266  0.47
H  11.793  14.075  24.163  0.04
H  11.660  15.601  25.008  0.22
H  12.390  15.998  22.667  -0.34
H  13.823  15.056  22.892  0.13
C  9.519  13.310  22.279  -0.42
C  9.655  14.853  21.918  0.05
O  9.496  15.565  23.077  -0.16
C  8.215  15.938  23.516  0.32
O  7.184  15.566  23.019  -0.50
C  8.297  16.745  24.856  0.80
F  7.636  16.154  25.885  -0.26
F  9.566  16.910  25.290  -0.21
F  7.779  17.932  24.577  -0.24
H  9.884  12.765  21.409  -0.07
H  8.486  13.135  22.578  0.44
H  10.261  13.072  23.042  0.00
H  8.993  15.180  21.115  0.47
H  10.660  15.040  21.540  -0.16
C  16.788  11.268  19.755  -1.10
C  15.619  11.970  20.456  0.31
O  14.718  11.021  21.027  -0.26
C  13.457  11.489  21.410  0.35
O  13.102  12.627  21.222  -0.52
C  12.590  10.470  22.088  0.82
F  11.807  9.943  21.170  -0.19
F  13.243  9.577  22.786  -0.25
F  11.657  10.998  22.944  -0.26
H  16.488  10.711  18.868  0.03
H  17.277  10.537  20.398  0.35
H  17.471  12.030  19.380  0.38
H  15.156  12.536  19.648  -0.14
H  16.004  12.705  21.163  0.33
C  20.693  16.779  17.377  -1.25
C  19.325  16.094  17.077  0.01
O  18.298  17.038  16.966  -0.32
C  17.629  17.533  18.046  0.48
O  17.746  17.034  19.172  -0.53
C  16.650  18.680  17.712  0.80
F  17.453  19.701  17.580  -0.24
F  15.978  18.438  16.539  -0.25
F  15.707  18.865  18.643  -0.19
H  20.946  17.499  16.598  0.30
H  21.552  16.109  17.330  0.41
H  20.658  17.264  18.352  0.32
H  19.116  15.301  17.795  0.19
H  19.407  15.664  16.078  0.31
C  12.272  16.975  19.213  -1.44
C  13.515  16.105  19.172  1.04
O  13.728  15.612  17.876  -0.32
C  14.895  14.842  17.567  0.89
O  15.937  14.961  18.221  -0.56
C  14.842  14.042  16.224  0.42
F  15.521  12.918  16.268  -0.24
F  13.597  13.713  15.875  -0.19
F  15.368  14.787  15.245  -0.24
H  12.489  17.892  18.665  0.38
H  12.189  17.187  20.279  0.34
H  11.326  16.566  18.857  0.27
H  13.523  15.267  19.868  -0.25
H  14.351  16.743  19.460  0.10
C  9.994  13.429  18.278  -1.14
C  11.305  13.330  17.726  0.22
C  11.727  12.017  17.780  -0.76
N  10.822  11.250  18.464  0.31
C  9.743  12.106  18.754  -1.14
H  9.432  14.350  18.331  0.56
H  11.837  14.190  17.348  0.75
H  12.729  11.675  17.570  0.44
H  10.964  10.274  18.684  0.30
H  8.827  11.734  19.188  0.44
C  17.731  14.401  12.875  -0.15
C  18.410  14.396  11.656  -0.70
C  18.934  13.080  11.485  -0.58
N  18.517  12.314  12.588  -0.01
C  17.687  13.109  13.325  -0.38
H  17.295  15.300  13.286  0.50
H  18.548  15.264  11.029  0.40
H  19.660  12.736  10.763  0.36
H  18.652  11.315  12.649  0.21
H  17.208  12.691  14.197  0.32

calculated total energy of number 1 (C2H4INO)? -506.0816 Eh